Computed, not measured: C5H5N3 in the gas phase at a distorted geometry, with ωB97M-V/def2-TZVPD.

```
! wB97M-V def2-TZVPD RIJCOSX def2/J DEFGRID3
* xyz 0 1
C -0.338 1.790 -1.476
C 0.903 -1.795 0.315
C 0.055 -1.760 1.322
C 0.010 0.091 0.212
C -0.445 1.367 -0.231
N 0.896 -0.642 -0.428
N -0.226 2.227 -2.636
N -0.555 -0.511 1.237
H 1.451 -2.751 -0.044
H -0.177 -2.302 2.150
H -1.071 1.832 0.480
H 0.721 2.493 -2.787
H -1.224 -0.041 1.887
*
```

Results
Energy relative to the best compared isomer or geometry (same formula, charge and spin) (kcal per mole): 24.2
Frontier orbital gap (eV): 8.82
Highest occupied orbital energy (eV): -8.2
Strongest force on any atom (eV Å⁻¹): 4.8